Here is the ion C12H19BrN with charge +1 from the OMol25 dataset. Energies are from ωB97M-V/def2-TZVPD.

Geometry as XYZ:
```
33
Properties=species:S:1:pos:R:3:forces:R:3
C 3.87199 2.12479 1.65183 0.0 -0.2 0.1
H 0.25086 -1.02917 -0.87734 0.0 0.1 0.2
H -0.50771 0.68674 2.40991 -0.1 -0.1 -0.1
H 3.41975 2.92820 2.22857 0.0 0.1 0.0
H -1.98534 -0.07947 0.78873 0.2 0.1 -0.1
C -0.11239 -0.03085 1.68749 0.6 0.1 0.4
C 3.63050 0.77898 2.32505 -0.2 0.2 0.1
C 2.15469 0.50222 2.61622 0.1 -0.1 -0.2
C -3.63045 -0.80355 -3.65318 -0.1 0.0 -0.1
H 3.46837 2.14815 0.64229 0.0 0.1 -0.1
H 1.74914 1.31941 3.21528 -0.1 0.0 0.1
C -0.76571 -1.12291 -0.49545 -0.1 -0.4 -0.6
H -0.15171 -1.02587 2.13420 -0.2 0.0 -0.1
C 1.32223 0.34372 1.33984 -0.1 0.0 0.3
H -4.89517 -2.02964 -2.43323 -0.1 0.0 0.0
C -1.47108 -0.29010 -2.75846 0.0 -0.1 0.2
H 4.03539 -0.02101 1.70241 0.1 -0.1 0.1
H -0.86363 -2.07270 0.03321 0.1 0.2 0.1
C -3.93786 -1.54091 -2.51680 -0.1 0.1 -0.2
C -2.39643 -0.17844 -3.77824 -0.2 0.0 -0.1
N -1.00393 -0.02019 0.49079 -0.2 0.2 0.1
H 2.07799 -0.41408 3.20418 -0.1 0.0 0.1
H -0.88818 0.87668 0.00106 -0.2 -0.2 0.1
C -3.00596 -1.64691 -1.50255 0.2 0.1 0.0
C -1.76532 -1.02596 -1.61462 0.0 0.0 0.0
H -0.50716 0.18536 -2.86564 0.1 0.1 0.0
H 1.78401 -0.42585 0.72050 0.0 0.0 -0.1
H 1.33110 1.28609 0.78941 0.0 0.1 -0.1
H -2.16449 0.38456 -4.66792 0.0 0.0 -0.1
H 4.93874 2.31716 1.58502 0.1 0.1 -0.1
H 4.16839 0.76035 3.27336 0.0 -0.1 0.0
H -3.24283 -2.23436 -0.62746 0.0 -0.1 0.1
Br -4.90778 -0.65044 -5.04843 0.3 0.0 0.3
```
Positions in Å, forces in eV/Å.

DFT total energy = -3097.1936 Eh
relative energy (zero: lowest compared OMol25 entry of this formula, charge and spin) = 0.021 eV
charge = +1
LUMO energy = -2.97 eV
HOMO level = -12.2757 eV
SMILES = CCCCC[NH2+]Cc1ccc(Br)cc1


Here is a cluster of 15 separate species, C42H108FN2O16S in total at a distorted geometry from the OMol25 dataset. Energies are from ωB97M-V/def2-TZVPD.

Geometry as XYZ:
```
170
Properties=species:S:1:pos:R:3:forces:R:3
H -0.23080 7.93618 8.02830 0.3 0.0 0.0
H 1.75902 1.07773 -5.09690 -1.6 -1.3 0.9
C -5.99558 2.73393 12.59263 0.1 -0.1 -0.1
O -4.77863 2.81923 9.33166 0.2 -0.6 0.0
H 5.86044 0.98956 3.40469 0.2 -0.2 -0.2
O -0.12916 -7.99872 -8.15708 0.3 -0.1 -0.5
H -5.67308 3.77738 12.63076 0.2 -0.1 0.1
H -2.15599 0.27089 -1.71992 -1.9 0.6 -1.3
H 0.22470 -2.14931 -7.73752 2.1 -0.9 -1.4
H 0.77996 -5.25997 -8.22924 2.1 0.2 1.3
C -9.85790 3.17058 9.42453 -0.1 -0.1 0.2
H 3.80912 -5.69893 -2.35980 -2.5 0.2 -0.4
H -0.01527 7.14022 6.43834 0.3 0.1 0.1
C 4.19810 -0.31078 -2.08980 4.3 -1.9 0.9
C 2.99256 -6.14575 -5.34455 -0.7 0.7 0.0
H -6.13544 2.36082 13.60984 -0.1 0.1 -0.2
H 3.06430 -3.36280 -6.94882 -2.1 -0.2 -0.7
O 15.39523 0.93110 -7.17379 0.0 0.3 0.5
H 5.35610 0.84062 1.69255 0.3 -0.1 -0.1
H -4.89437 -5.56785 0.22479 -0.2 -0.1 0.1
H 1.94344 -1.54208 -8.22486 -1.6 -2.1 -0.5
H 1.49596 -3.55585 -2.30211 0.8 -1.9 1.2
C -4.59867 -1.28098 2.94947 0.0 -0.6 0.3
C 14.55421 0.14870 -8.00135 -0.1 0.0 0.2
H 3.31167 -4.06328 -4.30541 -1.5 -2.0 0.5
H -1.07461 0.17962 3.36364 -0.1 0.1 -0.1
H -6.74595 -2.24253 2.69441 1.2 1.8 0.9
H -7.53298 1.76540 6.93836 -0.2 -0.1 -0.1
H 0.16311 1.59679 -2.46665 -0.3 0.1 -2.4
H -0.56986 10.04663 -0.02946 0.3 0.0 0.0
H -5.58224 4.69407 9.53966 0.1 -0.2 0.0
H -4.51164 1.89271 -1.18076 0.1 -2.2 -0.6
H -2.60640 4.90853 0.29803 0.2 0.0 -0.1
H -3.28523 0.26070 1.14564 -0.7 -1.9 -1.5
H -6.35691 3.65803 8.31267 0.0 0.3 0.0
H 14.39511 -0.82915 -7.54020 -0.2 -0.1 -0.2
H -0.75038 1.56042 7.03111 -0.1 0.2 0.0
O 8.30661 -2.03967 -4.01806 -0.1 4.5 4.9
H -6.06777 -5.18316 -1.07256 -0.2 -0.1 0.2
H 6.00398 0.26949 -3.68763 -0.6 -1.3 2.1
O -2.04573 8.72093 -0.57466 -0.5 0.3 -0.2
H 11.14177 1.33203 -6.12313 0.1 0.3 -0.1
H -0.74106 5.48161 -1.76943 -0.5 -0.3 0.1
C 2.73096 -1.41990 0.00637 0.4 0.1 1.0
C 1.93611 -3.57768 -7.19631 -0.4 -0.6 0.9
O 11.80034 0.12582 -4.59202 -0.3 -0.3 0.3
H 0.90150 -0.73816 -2.56800 2.1 0.6 -1.5
O -7.97140 0.47154 5.40937 -0.2 -0.4 -0.4
C 2.92553 0.49896 -2.71813 0.6 0.4 -0.1
H -2.57574 -1.05643 -0.04141 -2.3 0.8 0.9
H -10.04470 3.38905 10.47887 -0.2 0.0 -0.1
C -0.34664 7.00352 7.47066 0.0 0.2 -0.1
H -1.74165 0.91556 -4.82499 0.5 2.0 1.5
O -1.68039 3.21820 6.26238 -0.2 0.5 -0.2
C -6.23215 -1.25935 3.09023 0.0 0.6 0.1
C -0.80361 2.63686 7.20980 0.0 0.2 0.1
H -5.24218 2.12692 12.08459 0.2 0.1 0.2
H 1.08258 -2.94914 -9.30895 0.4 1.0 2.1
H 0.67292 2.75141 -3.87597 -1.1 -2.0 0.6
O -1.70667 6.61049 7.48310 -0.5 0.0 -0.3
H 1.47713 -4.68170 -4.36758 2.5 -0.6 0.3
H -1.70736 4.17269 6.44582 -0.1 -0.4 0.0
H 3.34521 1.17844 -3.60329 -0.6 -1.6 2.0
H 2.19743 -6.69375 -2.53746 0.7 2.3 -0.4
H 1.74185 -7.31300 -6.85827 -0.2 2.5 0.9
H 13.59764 0.65941 -8.13701 -0.1 -0.2 -0.2
H 2.88580 -3.03580 1.63348 -0.8 0.0 -2.5
H 1.80434 -1.05989 -0.61053 2.3 -0.5 0.7
H -1.83160 -9.15334 -8.19604 -0.2 -0.1 0.2
H -3.48978 2.73693 -3.36149 2.2 -1.3 0.7
H -7.06951 2.98151 10.99745 -0.1 0.0 0.4
O -2.00462 1.83740 2.59491 -0.1 0.5 -0.2
C -4.79548 -0.36325 -0.56428 -0.2 0.5 0.3
H 2.64501 -5.42511 -8.43857 -1.6 0.5 2.0
H -10.08653 4.05509 8.82549 0.1 -0.1 0.1
H 5.22134 -2.44176 0.66170 0.2 0.9 -1.6
H 2.50038 1.27281 -1.92051 0.9 -1.9 -1.5
H 3.97086 -4.00260 -0.96467 -1.9 0.0 1.0
H 3.95155 -5.81095 -5.94371 -1.8 -0.8 1.3
H -0.35433 9.25067 -1.61942 0.3 0.1 0.1
C 0.93727 0.53488 -4.45970 0.6 0.5 1.0
C -1.12784 1.25606 3.54233 -0.1 0.1 0.2
O -1.40926 4.90141 -1.36657 0.6 0.0 -0.5
H -3.91013 -4.64803 -1.62894 -0.3 0.4 0.3
C 4.17994 -1.22870 -0.77196 -0.2 0.9 -1.5
H -2.55302 9.43313 -0.99992 0.2 -0.5 0.3
H -3.13302 -0.05076 -3.34066 0.2 1.3 1.9
H -4.20676 -0.17626 3.11318 -0.7 -2.3 -0.4
H -1.00699 5.67050 0.49881 -0.1 0.1 0.2
O -7.22469 2.64364 11.89589 -0.3 0.1 -0.5
H -2.29148 6.50600 -0.42855 0.0 -0.1 0.3
H -10.48644 2.33886 9.09687 -0.2 0.1 0.0
H -8.47893 0.32558 7.39784 0.0 0.2 0.2
H 1.35118 -3.45960 -6.16754 1.3 -0.2 -2.1
H 4.98319 -0.46113 2.85247 -0.1 0.1 0.1
H -5.17072 -1.36361 -1.08662 1.1 2.1 1.0
C -4.47370 0.81812 -1.65676 0.1 -0.2 -0.5
H 12.83991 1.55724 -5.62857 -0.2 -0.1 0.1
C 11.82511 1.36781 -5.27111 -0.3 -0.1 0.1
C 2.91536 -4.14048 -0.47913 -0.4 -0.8 0.5
H -5.70925 0.01456 0.08407 1.8 -0.8 -1.2
C 5.69767 -0.30911 -2.71819 -2.0 -1.9 3.6
H 10.88801 -0.01488 -4.28662 0.7 0.0 -0.2
C -2.53118 2.14457 -2.97777 -0.3 -1.0 0.2
H -5.32833 0.80075 -2.49014 1.9 0.1 1.8
H -1.55348 2.80095 -4.94923 0.5 -2.0 1.6
H 14.94241 1.03119 -6.31918 0.4 -0.1 -0.5
C 2.65409 -5.61283 -2.65246 0.6 1.1 -0.5
H -6.54074 -1.04061 4.21994 0.6 -0.5 -2.6
H 0.25339 6.22232 7.94310 -0.2 0.1 0.0
N 5.37028 -1.89051 -0.23974 -2.6 1.0 -0.6
H -0.13135 1.69106 3.43300 0.2 -0.1 0.2
C 5.08622 0.61934 2.72810 0.0 0.3 0.1
H -5.89510 -4.09595 0.32999 0.1 -0.1 -0.2
C -5.36265 -4.76498 -0.34999 0.0 -0.2 -0.1
H -8.70092 -0.12151 5.16134 0.5 0.3 0.0
H 3.97355 2.19566 2.91881 -0.2 -0.5 0.2
H -2.21396 7.32269 7.05784 0.2 -0.5 0.3
H -4.13291 -1.96117 3.80671 -1.1 1.5 -1.7
H -2.03159 2.79189 2.77835 -0.1 -0.6 -0.1
H -5.09274 -2.34554 0.97991 2.2 0.9 1.1
C -0.68570 9.11396 -0.58710 -0.1 0.2 -0.1
N 6.64663 -1.94620 -0.67709 -1.9 3.8 -4.6
C -4.12149 -1.89061 1.49772 -0.6 0.5 -0.4
C -1.85184 5.53657 -0.18124 -0.1 0.3 0.0
H -1.65893 -8.06613 -6.79349 0.1 0.0 -0.1
H -0.08567 8.33277 -0.11466 -0.2 0.1 0.0
H 0.70379 -6.12706 -5.80439 2.1 0.0 -1.2
C 1.86791 -4.49179 -1.69131 0.7 -1.5 0.8
H 0.32604 -8.61821 -8.75242 -0.2 0.4 0.3
C 2.60619 -5.01736 -4.18435 -0.3 -0.7 -0.1
S 8.50828 -1.24040 -2.67161 3.5 -8.0 -3.5
H -3.34039 -2.77446 1.59029 -1.6 1.9 -0.1
C 1.72567 -6.21631 -6.38939 0.8 -1.2 -0.6
C 6.75346 -1.17629 -1.90761 -1.5 1.1 0.8
C 0.11770 1.73908 -3.64248 -0.1 0.2 -0.8
H 2.99400 -5.12930 0.18517 -0.1 2.1 -1.5
C 1.74172 -0.43489 -3.36003 -1.2 0.3 -0.3
H -4.75004 4.38215 7.99397 -0.1 0.2 0.0
O 9.48589 -2.10001 -1.82324 -3.9 4.9 -2.0
H 0.19289 3.07186 7.10047 0.1 -0.2 0.2
H -2.07307 2.75056 -2.06228 -0.9 -1.2 -2.2
H -0.65820 -9.53803 -6.89869 -0.2 -0.1 0.1
H 0.20929 -0.07915 -5.14014 1.5 1.1 1.4
H 11.52797 2.16511 -4.58535 0.1 0.2 -0.2
H -6.65414 -0.37002 2.43273 0.8 -1.8 1.4
F 9.10361 0.30372 -3.11508 -1.6 -2.5 1.5
H 2.14935 -1.41757 -3.84684 -0.6 1.9 0.9
H -1.50756 1.43740 4.55089 0.2 -0.1 0.0
C -3.01872 0.66818 -2.41701 -0.2 0.7 -0.3
H -4.63255 2.17928 8.61434 -0.1 0.3 0.5
C -8.33428 1.08980 6.63018 -0.1 0.0 0.0
C -1.45423 1.88204 -4.19457 -0.1 0.8 0.0
O -8.49474 2.83284 9.24551 0.5 -0.4 0.1
O -4.36533 -4.02854 -1.03360 0.5 0.0 -0.4
O 3.85133 1.23844 3.03804 -0.2 0.3 -0.2
H -9.25572 1.66053 6.49094 0.0 0.1 0.3
H 1.26178 -3.05233 0.65951 2.6 0.4 -0.2
C 1.80753 -5.15177 -7.63765 -1.1 0.1 -0.5
C 2.44066 -2.94364 0.53107 -0.3 -0.2 0.3
H 3.18706 -7.21389 -4.85691 -0.4 2.4 -1.0
H 0.97008 -5.08926 -1.20772 1.6 1.7 -1.0
C -3.57516 -0.68406 0.48667 -0.1 -0.7 0.4
H 2.76675 -0.72270 0.97496 0.1 -1.3 -2.1
H -1.18332 2.81820 8.21836 0.2 -0.1 0.1
C -1.12648 -8.73516 -7.47347 0.0 -0.2 -0.1
H -8.32163 2.04522 9.78874 -0.1 0.3 -0.3
H 15.03517 0.01670 -8.97333 0.0 0.1 0.2
C -5.40321 3.95263 8.75755 -0.1 0.0 -0.4
C 1.24735 -2.50904 -8.23634 0.4 0.6 1.2
```
Positions in Å, forces in eV/Å.

DFT total energy = -3475.2774 Eh
charge = +1
LUMO energy = -5.52 eV
HOMO level = -10.9748 eV


Here is a structure of composition C26H24NOPPtSSe4 from the OMol25 dataset. Energies are from ωB97M-V/def2-TZVPD.

Geometry as XYZ:
```
59
Properties=species:S:1:pos:R:3:forces:R:3
H -3.08562 -2.81541 -3.63852 0.0 0.0 0.0
C -2.58627 2.36000 0.31578 0.0 0.0 0.0
C -1.62502 -0.58926 -0.85792 0.1 0.0 -0.1
C 2.95325 -2.97142 0.01297 0.1 0.0 0.1
H -2.90373 -0.37390 -3.98053 0.0 0.0 0.0
H 2.72370 4.38948 -1.27625 0.0 0.0 0.0
H -3.99261 3.92973 -0.03758 0.0 0.0 0.0
C 0.44922 2.73542 0.58955 0.0 -0.1 -0.1
H -2.81603 0.01320 4.11533 0.0 0.0 0.0
H 4.45747 -0.08039 -0.46556 -0.1 0.0 0.0
H 5.90100 -1.46883 -1.95494 0.0 0.0 0.1
H 5.45779 -3.93947 -2.07294 0.0 0.0 0.0
Se 0.41020 0.32974 4.67419 0.2 0.0 0.0
H 2.22571 -0.07316 -2.46960 0.0 0.0 0.0
O 2.53355 -0.81262 0.81672 -0.4 -0.1 0.0
C -3.03474 0.87920 2.17358 0.1 0.0 0.0
H 3.52086 -4.84993 -0.79868 0.0 0.0 0.0
H -2.12339 -2.26091 1.44870 0.0 -0.1 0.0
H -2.36965 -3.82712 -1.50274 0.0 0.0 0.0
C 1.22832 0.07726 -2.05458 -0.1 0.0 0.0
Se 1.51685 -1.28835 3.71997 -0.2 0.1 0.2
C -2.05226 -0.01598 -2.04610 0.0 0.0 0.0
C -4.54981 2.69819 1.63705 0.0 0.0 0.0
H -1.94374 1.04994 -2.20758 0.0 0.0 0.0
Se 3.92303 1.55994 1.83830 -0.1 0.3 0.3
C -2.58352 -0.81733 -3.04639 -0.1 0.1 -0.1
C 3.77841 -3.80162 -0.75897 0.1 0.1 -0.1
C -1.36724 -2.51257 0.70351 0.2 0.1 0.3
C 5.10279 -1.92450 -1.38856 0.0 0.0 0.0
H -4.82577 1.32190 3.24882 0.0 0.0 0.0
C -1.77057 -1.96500 -0.63142 0.0 0.1 -0.1
H 0.96809 -0.78963 -1.44804 0.0 0.0 0.0
C 1.18750 1.35251 -1.25560 -0.1 -0.1 0.1
C 2.06596 3.59581 -0.94617 0.0 0.0 0.0
Pt 0.42750 -1.60096 1.11761 0.3 0.1 -0.4
C -2.68910 -2.18678 -2.85133 0.0 0.0 0.0
H -0.15074 2.85485 1.48327 0.0 0.1 0.0
C 0.35040 1.55005 -0.14520 0.1 0.0 0.0
C -2.72954 -0.28782 3.07122 0.0 0.0 0.0
H -1.26014 -3.59668 0.67693 0.0 0.0 0.0
H 2.66600 2.25841 -2.50243 0.0 0.0 0.0
C -3.73547 3.07823 0.57854 0.0 0.0 0.0
H 1.34290 4.67219 0.76423 0.0 0.0 0.0
H -1.95506 2.66594 -0.50652 0.0 0.0 0.0
C 1.28743 3.75807 0.18831 0.0 0.1 0.0
C 4.84088 -3.29265 -1.46494 -0.1 0.0 0.1
C 4.30960 -1.14170 -0.59444 0.1 0.2 -0.1
H 0.52243 0.11465 -2.88584 0.0 0.0 0.0
H -1.72394 -0.66896 2.91042 0.0 0.0 0.1
C 2.02608 2.39832 -1.63837 0.0 0.0 0.0
N 3.26164 -1.64936 0.09022 -0.1 -0.4 -0.2
C -2.28633 -2.75725 -1.65197 -0.1 0.0 0.0
H -3.44573 -1.09399 2.89760 0.0 0.0 0.0
Se 3.22798 3.01736 3.27552 0.1 -0.1 -0.1
C -4.19456 1.61718 2.41868 0.0 0.0 0.0
H -5.45645 3.24888 1.85183 0.0 0.0 0.0
P -0.78027 0.28048 0.51770 0.0 -0.5 -0.5
S 1.59110 -3.61583 0.83861 -0.3 0.2 0.2
C -2.22036 1.26243 1.10454 0.2 0.0 0.3
```
Positions in Å, forces in eV/Å.

DFT total energy = -11599.7214 Eh
LUMO energy (spin up / spin down) = 0.20 / -1.58 eV
HOMO level (spin up / spin down) = -7.1617 / -7.6574 eV
2S+1 = 5


Here is a structure of composition C5H13N2O at a distorted geometry from the OMol25 dataset. Energies are from ωB97M-V/def2-TZVPD.

Geometry as XYZ:
```
21
Properties=species:S:1:pos:R:3:forces:R:3
C 1.96974 0.84258 -2.29189 -0.4 -0.5 -0.6
C 1.67873 0.55105 0.07488 0.1 1.3 -0.7
H 2.36264 1.82954 -2.17958 0.3 0.5 0.4
H 0.40151 -0.62945 -1.14449 2.2 1.2 -1.4
H 2.26975 -0.11061 0.72263 -0.3 -0.2 0.2
H -1.65177 0.11316 2.32534 -0.2 -0.1 0.2
C 0.28059 0.79929 0.68314 0.9 -0.9 1.2
N -0.59647 -0.86860 -0.68865 -2.8 -2.0 0.4
H -0.34414 1.52805 0.17238 0.2 0.2 -0.2
H -1.35197 -0.29757 -1.05608 0.1 0.2 -0.1
H 2.21479 1.50776 0.10820 0.1 0.1 -0.1
H -3.65773 -0.61318 1.00656 0.1 0.0 0.3
C -1.71427 -0.63437 1.53619 -0.4 0.5 -1.0
C -0.40996 -0.55115 0.72802 -0.7 0.3 0.4
H 1.78884 0.48814 -3.29904 0.0 0.0 0.0
N 1.56804 0.04510 -1.26518 0.2 -0.5 0.4
H -0.87793 -1.83123 -0.88448 0.1 0.1 0.3
H 0.48198 1.11858 1.70563 -0.4 0.3 0.2
O -2.80158 -0.38344 0.64337 0.2 0.5 -0.4
H 0.24586 -1.28533 1.17894 0.5 -0.1 -0.1
H -1.85663 -1.61832 1.92412 0.1 -0.7 0.6
```
Positions in Å, forces in eV/Å.

DFT total energy = -382.9243 Eh
relative energy (zero: lowest compared OMol25 entry of this formula, charge and spin) = 2.385 eV
LUMO energy (spin up / spin down) = 0.31 / 0.30 eV
HOMO level (spin up / spin down) = -4.0087 / -8.2359 eV
2S+1 = 2